DFT (the ωB97M-V functional and the def2-TZVPD basis) results for a 20-piece molecular cluster, C40H120O40 overall.

For the LUMO energy, the calculation gives -0.399 eV. For the HOMO energy, the calculation gives -9.19 eV. For the orbital gap, the calculation gives 8.7899 eV.

ORCA input file:
```
! RIJCOSX wB97M-V def2-TZVPD def2/J DEFGRID3
* xyz 0 1
C -5.014 1.185 -2.506
C -4.515 2.219 -1.457
O -3.605 1.638 -0.528
O -4.084 1.030 -3.569
H -5.935 1.560 -2.952
H -5.219 0.287 -1.923
H -5.349 2.594 -0.864
H -4.131 3.149 -1.876
H -3.593 2.212 0.242
H -4.058 0.072 -3.624
C 0.321 0.833 -3.415
C 0.958 2.003 -4.154
O -0.052 2.175 -5.149
O 1.208 0.472 -2.417
H 0.074 -0.005 -4.067
H -0.623 1.142 -2.968
H 1.969 1.767 -4.487
H 1.054 2.844 -3.467
H -0.848 2.445 -4.685
H 1.101 -0.397 -2.025
C -4.574 -0.805 3.191
C -3.404 -0.190 2.364
O -2.253 0.075 3.111
O -5.030 0.082 4.185
H -4.339 -1.712 3.748
H -5.407 -1.035 2.526
H -3.697 0.754 1.903
H -3.351 -0.905 1.543
H -2.332 0.941 3.517
H -5.412 0.888 3.830
C 1.161 -1.155 3.921
C 0.156 -2.156 4.552
O -0.986 -2.305 3.747
O 2.349 -0.929 4.687
H 0.584 -0.269 3.656
H 1.455 -1.547 2.947
H -0.048 -1.828 5.571
H 0.605 -3.136 4.710
H -1.468 -1.479 3.665
H 3.023 -0.352 4.320
C 0.793 -5.612 -0.318
C 0.792 -4.704 0.935
O 1.744 -3.674 0.790
O 1.834 -6.582 -0.203
H 0.939 -4.940 -1.164
H -0.177 -6.106 -0.377
H 0.947 -5.254 1.863
H -0.203 -4.261 0.973
H 2.554 -4.132 1.026
H 1.684 -7.000 0.648
C 3.662 5.474 0.132
C 3.554 6.883 -0.442
O 4.497 7.720 0.186
O 2.854 4.607 -0.674
H 3.441 5.427 1.198
H 4.672 5.063 0.115
H 2.554 7.290 -0.295
H 3.765 6.910 -1.511
H 5.301 7.482 -0.282
H 1.940 4.632 -0.381
C 5.119 -2.694 3.300
C 4.606 -4.174 3.023
O 4.032 -4.375 1.788
O 6.306 -2.385 2.576
H 5.383 -2.564 4.350
H 4.307 -2.011 3.056
H 3.945 -4.435 3.850
H 5.464 -4.846 3.012
H 4.536 -3.864 1.150
H 6.553 -3.174 2.088
C -0.663 5.682 -0.471
C -0.900 4.674 -1.575
O -1.812 5.060 -2.640
O 0.453 5.414 0.209
H -1.565 5.632 0.139
H -0.633 6.670 -0.929
H -1.316 3.732 -1.217
H 0.037 4.330 -2.014
H -2.021 4.336 -3.235
H 0.522 5.806 1.082
C -5.921 -3.846 1.942
C -5.469 -5.058 1.136
O -4.064 -4.821 0.810
O -5.473 -3.892 3.294
H -7.009 -3.793 1.961
H -5.590 -2.887 1.543
H -6.025 -5.023 0.199
H -5.666 -5.957 1.719
H -3.641 -4.746 1.669
H -6.229 -3.696 3.852
C 5.202 0.335 -2.126
C 4.304 1.603 -1.942
O 4.973 2.705 -1.403
O 5.557 -0.094 -0.841
H 6.064 0.496 -2.773
H 4.509 -0.392 -2.548
H 3.421 1.423 -1.330
H 3.973 1.953 -2.919
H 4.244 3.268 -1.130
H 6.176 0.565 -0.518
C -0.635 0.665 0.126
C 0.110 -0.521 0.669
O 0.577 -1.273 -0.368
O 0.227 1.694 -0.314
H -1.348 1.011 0.875
H -1.236 0.389 -0.740
H -0.504 -1.213 1.246
H 0.947 -0.264 1.318
H 1.052 -2.049 -0.063
H 0.758 1.359 -1.041
C -2.968 -2.529 -1.638
C -2.619 -2.052 -3.099
O -3.827 -1.941 -3.847
O -3.243 -3.964 -1.608
H -3.858 -1.974 -1.340
H -2.159 -2.186 -0.992
H -1.953 -2.785 -3.554
H -2.022 -1.141 -3.129
H -3.658 -1.856 -4.788
H -3.615 -4.192 -0.753
C -1.957 3.778 2.724
C -3.265 4.553 2.492
O -4.173 3.878 1.640
O -2.286 2.797 3.660
H -1.212 4.452 3.145
H -1.584 3.229 1.859
H -2.916 5.449 1.979
H -3.816 4.899 3.366
H -4.832 3.462 2.201
H -2.468 3.313 4.448
C -1.546 -6.160 4.771
C -2.649 -5.445 3.883
O -2.139 -4.603 2.852
O -2.129 -6.683 5.907
H -0.896 -5.372 5.152
H -0.933 -6.864 4.208
H -3.317 -4.892 4.544
H -3.229 -6.186 3.332
H -1.741 -3.859 3.310
H -2.632 -5.964 6.297
C 2.791 1.962 1.844
C 4.008 1.994 2.764
O 4.156 0.914 3.793
O 1.563 2.286 2.499
H 2.720 0.999 1.338
H 2.872 2.755 1.101
H 4.151 2.979 3.208
H 4.889 1.928 2.126
H 5.004 0.913 4.243
H 0.955 2.248 1.758
C -2.906 -2.248 6.220
C -2.281 -3.162 7.280
O -2.965 -4.372 7.364
O -4.172 -1.726 6.551
H -2.830 -2.885 5.339
H -2.115 -1.503 6.134
H -2.422 -2.723 8.268
H -1.230 -3.371 7.086
H -3.806 -4.283 7.818
H -4.430 -1.050 5.921
C -2.834 3.307 -5.681
C -2.177 4.633 -6.135
O -2.776 5.822 -5.562
O -2.510 2.984 -4.316
H -2.480 2.497 -6.318
H -3.919 3.337 -5.783
H -2.249 4.693 -7.221
H -1.118 4.743 -5.902
H -2.436 6.517 -6.129
H -3.016 2.212 -4.055
C 1.327 -2.452 -5.276
C 2.497 -1.845 -4.479
O 3.708 -2.442 -4.924
O 1.444 -1.723 -6.517
H 0.351 -2.212 -4.854
H 1.256 -3.519 -5.485
H 2.411 -2.035 -3.409
H 2.560 -0.762 -4.582
H 4.111 -1.788 -5.499
H 1.152 -2.190 -7.303
C 2.606 5.379 -4.174
C 1.815 6.317 -5.085
O 2.524 6.510 -6.364
O 3.849 6.003 -3.847
H 2.717 4.380 -4.595
H 2.041 5.261 -3.250
H 1.752 7.325 -4.675
H 0.801 6.036 -5.370
H 2.957 7.364 -6.293
H 4.222 6.173 -4.715
C 5.028 -3.413 -1.651
C 4.072 -4.479 -2.088
O 4.255 -4.801 -3.433
O 4.792 -2.741 -0.445
H 5.100 -2.710 -2.481
H 6.039 -3.812 -1.736
H 3.049 -4.186 -1.849
H 4.274 -5.444 -1.622
H 3.954 -4.079 -3.989
H 5.071 -1.822 -0.448
*
```

***

DFT (the ωB97M-V functional and the def2-TZVPD basis) results for a 2-piece molecular cluster, C5H10Cl2O2Si overall.

For the LUMO energy, the calculation gives -0.077 eV. For the HOMO energy, the calculation gives -8.28 eV. For the orbital gap, the calculation gives 8.2065 eV.

ORCA input file:
```
! RIJCOSX wB97M-V def2-TZVPD def2/J DEFGRID3
* xyz 0 1
C 0.706 -1.023 0.291
C -1.799 -1.938 -0.414
C 2.517 -0.074 1.331
C -0.250 1.902 -1.687
C -0.718 -1.220 0.387
O 1.407 -1.265 -0.641
O 1.210 -0.385 1.414
Si -1.095 1.477 -0.072
Cl -3.109 1.563 -0.283
Cl -0.678 2.332 1.643
H -1.704 -1.814 -1.511
H -1.664 -2.992 -0.233
H -2.687 -1.398 -0.133
H 2.923 0.271 2.384
H 2.864 0.654 0.614
H 3.149 -1.047 1.291
H -0.293 3.052 -1.767
H 0.836 1.658 -1.636
H -0.723 1.268 -2.484
H -0.891 -1.022 1.506
*
```

***

DFT (the ωB97M-V functional and the def2-TZVPD basis) results for a 10-piece molecular cluster, C20H60O10 overall.

The SMILES is CCO.CCO.CCO.CCO.CCO.CCO.CCO.CCO.CCO.CCO. For the LUMO energy, the calculation gives 0.299 eV. For the HOMO energy, the calculation gives -9.65 eV. For the orbital gap, the calculation gives 9.9446 eV.

ORCA input file:
```
! RIJCOSX wB97M-V def2-TZVPD def2/J DEFGRID3
* xyz 0 1
C 1.410 5.492 1.834
C 1.892 4.051 1.565
O 1.584 3.687 0.249
H 1.935 6.214 1.208
H 1.649 5.880 2.824
H 0.344 5.601 1.635
H 1.579 3.312 2.304
H 2.981 4.036 1.590
H 2.362 3.854 -0.288
C -3.310 1.388 0.046
C -4.448 0.577 -0.620
O -5.390 1.480 -1.224
H -2.738 0.623 0.571
H -3.750 2.007 0.828
H -2.684 1.928 -0.664
H -4.932 -0.004 0.164
H -4.097 -0.144 -1.358
H -5.609 1.057 -2.057
C -1.438 1.553 3.475
C -1.455 2.846 2.639
O -2.754 3.383 2.790
H -1.975 0.747 2.976
H -1.972 1.719 4.411
H -0.402 1.257 3.640
H -1.248 2.660 1.584
H -0.695 3.573 2.924
H -2.779 3.976 2.036
C -0.620 0.293 -2.881
C 0.254 1.548 -3.102
O 1.068 1.288 -4.199
H 0.090 -0.488 -2.607
H -1.209 -0.001 -3.749
H -1.343 0.517 -2.096
H 0.845 1.752 -2.209
H -0.447 2.340 -3.367
H 0.967 1.965 -4.873
C 0.898 0.383 0.850
C 0.152 -0.961 0.524
O 0.788 -2.029 1.162
H 0.912 0.582 1.921
H 0.543 1.273 0.331
H 1.941 0.344 0.536
H 0.203 -1.068 -0.560
H -0.887 -0.878 0.842
H 0.543 -1.957 2.087
C -0.247 6.386 -1.450
C -1.017 5.113 -1.788
O -0.955 4.178 -0.736
H 0.762 6.031 -1.238
H -0.701 6.943 -0.630
H -0.221 7.088 -2.284
H -0.708 4.686 -2.742
H -2.044 5.426 -1.978
H -0.051 4.068 -0.430
C 1.743 -3.528 -2.155
C 2.457 -4.503 -3.135
O 1.543 -5.071 -4.056
H 2.471 -2.887 -1.658
H 1.185 -4.063 -1.386
H 0.997 -2.952 -2.702
H 2.943 -5.298 -2.570
H 3.270 -4.038 -3.692
H 1.175 -5.841 -3.617
C 2.212 -1.276 4.206
C 0.796 -1.145 4.739
O -0.107 -1.505 3.756
H 2.996 -0.949 4.890
H 2.352 -0.644 3.329
H 2.434 -2.304 3.921
H 0.618 -0.112 5.039
H 0.700 -1.801 5.604
H -0.979 -1.629 4.139
C -2.406 -2.559 -2.162
C -2.029 -3.815 -2.998
O -3.185 -4.451 -3.343
H -2.902 -2.877 -1.245
H -3.084 -1.844 -2.628
H -1.490 -2.051 -1.859
H -1.428 -4.491 -2.390
H -1.403 -3.551 -3.850
H -3.037 -5.055 -4.075
C 3.744 -5.943 0.631
C 3.049 -4.953 1.504
O 1.798 -4.655 0.990
H 3.072 -6.801 0.602
H 4.663 -6.258 1.125
H 3.980 -5.612 -0.380
H 3.631 -4.040 1.627
H 2.848 -5.379 2.487
H 1.801 -3.699 0.897
*
```

***

DFT (the ωB97M-V functional and the def2-TZVPD basis) results for C5H7N3 as an isolated structure.

For the LUMO energy, the calculation gives 0.392 eV. For the HOMO energy, the calculation gives -9.20 eV. For the orbital gap, the calculation gives 9.5916 eV.

ORCA input file:
```
! RIJCOSX wB97M-V def2-TZVPD def2/J DEFGRID3
* xyz 0 1
C 1.489 -0.901 0.385
C 0.914 0.029 -0.702
C 0.716 1.330 -0.004
C -0.877 1.110 -0.422
C -2.543 -0.381 0.159
H 2.587 -0.616 0.677
H 1.166 -1.904 0.180
H 1.045 -0.863 1.530
H 1.610 -0.236 -1.631
H 0.604 1.346 1.379
H 1.164 2.186 -0.645
H -3.621 -0.812 0.251
N -2.118 0.868 0.278
N -1.575 -1.038 -0.507
N -0.562 -0.118 -0.928
*
```

***

DFT (the ωB97M-V functional and the def2-TZVPD basis) results for C23H39N2O3P3Pd as an isolated structure.

The expectation value of S² is 6.0101. For the LUMO energy (alpha / beta), the calculation gives -11.134 / -13.545 eV. For the HOMO energy (alpha / beta), the calculation gives -17.83 / -19.61 eV. For the orbital gap (alpha / beta), the calculation gives 6.6983 / 6.0629 eV.

ORCA input file:
```
! RIJCOSX wB97M-V def2-TZVPD def2/J DEFGRID3
* xyz 4 5
P 0.083 3.768 0.708
C 1.421 4.197 1.791
H 1.431 5.288 1.921
H 2.394 3.895 1.384
H 1.310 3.743 2.784
C 0.560 3.786 -1.055
H -0.025 3.009 -1.626
H 1.653 3.532 -1.119
H 0.345 4.815 -1.440
C -1.427 4.694 0.987
H -1.259 5.743 0.709
H -1.738 4.657 2.040
H -2.236 4.289 0.366
P -2.497 -1.906 1.702
C -1.626 -1.952 3.308
H -1.801 -2.896 3.845
H -1.956 -1.078 3.892
H -0.552 -1.807 3.074
C -4.272 -1.529 2.021
H -4.769 -1.432 1.030
H -4.313 -0.544 2.521
H -4.789 -2.296 2.624
C -2.667 -3.644 1.096
H -3.046 -4.334 1.879
H -1.666 -3.969 0.731
H -3.350 -3.618 0.215
P 2.915 -1.728 -1.710
C 4.507 -1.695 -0.859
H 5.315 -1.883 -1.584
H 4.513 -2.481 -0.089
H 4.663 -0.708 -0.402
C 2.679 -3.160 -2.810
H 3.522 -3.247 -3.522
H 1.753 -3.025 -3.397
H 2.612 -4.100 -2.236
C 2.738 -0.277 -2.786
H 3.503 -0.298 -3.586
H 2.869 0.680 -2.242
H 1.729 -0.297 -3.234
Pd -1.823 -0.010 -2.030
C -0.383 1.934 0.858
O -0.727 0.830 1.033
C 1.434 -1.533 -0.647
O 0.457 -1.446 -0.011
C -2.357 -1.313 -3.560
C -1.415 -0.364 -4.048
C -1.577 1.001 -3.794
C -2.715 1.457 -3.118
C -3.708 0.532 -2.725
C -3.527 -0.842 -2.919
H -2.188 -2.385 -3.703
H -0.524 -0.677 -4.595
H -0.795 1.716 -4.070
H -2.795 2.503 -2.865
H -4.615 0.916 -2.265
H -4.313 -1.549 -2.595
N 5.395 3.076 -0.368
C 4.197 2.398 -0.371
O 3.449 2.439 -1.342
C 3.838 1.653 0.867
C 4.642 1.537 2.012
C 4.235 0.671 3.020
C 2.985 0.023 2.894
N 2.179 0.215 1.849
C 2.565 1.007 0.860
H 5.607 3.539 -1.242
H 6.134 2.913 0.285
H 5.567 2.119 2.108
H 4.852 0.472 3.895
H 2.658 -0.659 3.678
H 1.897 1.173 0.011
*
```

***

DFT (the ωB97M-V functional and the def2-TZVPD basis) results for C25H34N2OSn as an isolated structure.

For the LUMO energy (alpha / beta), the calculation gives -8.177 / -8.532 eV. For the HOMO energy (alpha / beta), the calculation gives -15.04 / -14.61 eV. For the orbital gap (alpha / beta), the calculation gives 6.8599 / 6.0783 eV.

ORCA input file:
```
! RIJCOSX wB97M-V def2-TZVPD def2/J DEFGRID3
* xyz 2 1
C 3.488 0.347 -2.460
C 2.613 1.110 -3.493
H 3.934 1.019 -1.719
H 4.332 -0.113 -2.986
H 2.973 -0.462 -1.923
H 2.074 1.976 -3.070
H 3.249 1.552 -4.272
H 1.908 0.446 -4.004
C 1.884 2.023 1.848
C 1.802 2.488 3.163
C 0.621 3.091 3.594
C -0.442 3.178 2.697
H 2.800 1.556 1.470
H 2.649 2.358 3.830
H 0.514 3.480 4.606
H -1.406 3.585 2.989
N 0.845 2.088 0.990
C -0.298 2.712 1.377
C -1.348 2.884 0.362
N -1.128 2.325 -0.862
C -2.008 2.555 -1.863
C -3.466 3.780 -0.399
C -3.204 3.238 -1.661
H -1.745 2.151 -2.843
H -3.898 3.333 -2.498
C -2.525 3.604 0.615
H -2.678 4.017 1.609
H -4.377 4.342 -0.203
Sn 0.718 0.928 -1.234
C -0.360 0.138 -3.008
H -0.307 0.833 -3.854
H -1.406 -0.102 -2.794
H 0.167 -0.785 -3.278
C -3.012 -1.138 -0.886
C -2.331 -2.501 -1.032
C -1.919 -2.828 -2.467
C -1.177 -2.793 -0.074
C -0.964 -4.122 0.268
C 0.011 -4.495 1.180
C 0.820 -3.532 1.775
C 0.689 -2.198 1.413
C 1.542 -1.142 2.095
C 1.128 -0.929 3.552
C 3.036 -1.452 1.993
C -0.234 -1.834 0.384
O -0.178 -0.642 -0.169
H -2.285 -0.321 -0.928
H -3.532 -1.092 0.079
H -3.766 -1.012 -1.675
H -3.097 -3.249 -0.771
H -1.039 -2.255 -2.776
H -1.674 -3.892 -2.535
H -2.733 -2.623 -3.168
H -1.621 -4.871 -0.173
H 0.140 -5.538 1.442
H 1.559 -3.809 2.531
H 1.359 -0.205 1.562
H 1.291 -1.846 4.136
H 1.710 -0.117 4.003
H 0.067 -0.658 3.613
H 3.342 -1.532 0.941
H 3.626 -0.652 2.458
H 3.269 -2.397 2.503
*
```

***

Ordered F_max results: 4.26 6.18 2.39 5.41 9.01 1.84; unit eV/Å.
Ordered E results: -4605.2495 -1556.8901 -1550.2613 -358.7664 -2385.2635 -1371.4769; unit a.u..
Ordered energy relative to the best compared isomer or geometry (same formula, charge and spin) results: 82.0 64.1 47.0 158.1 42.2 0.0; unit kcal/mol.